# 1
Here is a structure of composition C30H54P2Sn from the Open Molecules 2025 dataset. Energies are from the ωB97M-V functional and the def2-TZVPD basis.

## Properties
* E_HOMO (alpha / beta): -12.3 / -12.4 eV
* LUMO energy (alpha / beta): -7.85 / -8.04 eV
* charge: +2
* ΔE to the lowest compared entry with this formula, charge and spin: 65.4 kcal per mole
* gap between HOMO and LUMO (alpha / beta): 0.164 / 0.158 Ha
* E: -2071.713046 a.u.

Geometry as XYZ:
```
87
Properties=species:S:1:pos:R:3:forces:R:3:lowdin_charge:R:1
Sn 0.195 -0.729 -1.163 0.0836 0.3312 2.1056 1.173
C -2.864 1.987 -0.037 -0.2163 -0.1859 0.1177 -0.118
C -3.311 1.061 -1.029 0.1755 0.6769 -0.1045 -0.134
C -3.077 -0.079 0.947 0.1483 0.0218 0.1148 -0.141
C -2.743 1.283 1.188 0.1268 -0.2311 0.0594 -0.103
C -3.424 -0.219 -0.421 0.0079 -0.3108 0.0273 -0.155
C -2.656 3.439 -0.205 0.1344 0.1796 -0.2908 0.011
H -2.672 3.719 -1.262 -0.0061 0.0319 0.1779 0.091
H -1.698 3.753 0.227 -0.1436 -0.0502 -0.0194 0.093
H -3.445 4.008 0.308 0.1119 -0.0942 -0.0486 0.120
C -2.362 1.851 2.500 -0.2767 0.3417 0.0353 0.018
H -2.508 2.935 2.516 0.0895 -0.1650 0.0154 0.102
H -1.310 1.640 2.724 -0.1298 -0.0245 -0.1393 0.063
H -2.967 1.414 3.301 0.1176 0.0286 -0.1102 0.102
C -3.087 -1.170 1.932 -0.3213 -0.5912 0.2586 0.003
H -3.501 -0.839 2.895 0.2173 -0.0827 -0.1858 0.107
H -2.069 -1.559 2.108 -0.3205 0.2733 -0.0854 0.080
H -3.706 -2.007 1.569 0.2549 0.3176 0.3011 0.090
C -3.915 -1.466 -1.054 -0.1764 -0.2481 0.0099 0.004
H -4.938 -1.332 -1.440 0.2803 -0.0401 0.0154 0.119
H -3.939 -2.280 -0.323 -0.0413 0.1242 -0.2949 0.082
H -3.282 -1.795 -1.891 -0.2604 0.1499 0.1642 0.074
C -3.679 1.406 -2.419 -0.2509 0.0078 -0.2537 0.005
H -4.408 2.232 -2.441 0.2049 -0.2179 0.0169 0.118
H -4.131 0.542 -2.921 0.1253 0.2426 0.0034 0.097
H -2.807 1.737 -3.003 -0.2509 0.0122 0.2564 0.078
C 1.834 0.425 -2.162 -0.1086 0.5145 -0.2346 -0.299
C 0.699 1.267 -2.393 0.9724 0.0863 0.0116 -0.206
C 0.123 1.371 -3.775 -0.4200 0.3033 -0.5181 -0.156
C -0.825 0.212 -4.154 -0.4163 0.5119 -0.0365 -0.161
C -0.796 -0.962 -3.211 -0.3690 -1.0283 -0.3854 -0.251
C 0.354 -1.819 -3.183 0.0399 -0.0890 -0.4843 -0.293
C 1.596 -1.444 -3.958 0.4470 0.0152 -0.4847 -0.183
C 2.460 -0.333 -3.309 0.6221 -0.3967 -0.5184 -0.179
H 0.918 1.443 -4.538 -0.0756 -0.0639 0.5253 0.129
H -0.559 -0.144 -5.163 -0.1635 -0.1265 0.3668 0.136
H -0.443 2.311 -3.879 0.2451 -0.2633 0.2174 0.123
H 2.758 0.379 -4.101 0.0130 -0.1130 0.3661 0.126
H 2.499 0.680 -1.329 -0.3661 0.1353 -0.1871 0.061
H 0.539 2.119 -1.725 0.0844 -0.5163 0.1407 0.058
H 3.401 -0.785 -2.956 -0.3510 0.1895 -0.0405 0.120
H 2.232 -2.342 -4.068 -0.4028 0.4249 -0.1082 0.111
H 0.169 -2.892 -3.052 -0.0284 0.4040 0.1843 0.098
H 1.314 -1.129 -4.983 0.1533 -0.2931 0.3630 0.121
H -1.850 0.604 -4.232 0.4257 -0.3486 0.0303 0.094
H -1.778 -1.378 -2.971 0.4548 -0.1444 -0.3278 0.072
P 2.092 2.634 0.437 -0.5577 -0.3015 -0.0299 0.789
C 1.307 3.360 1.921 0.0132 -0.0670 0.1699 -0.290
H 2.070 3.709 2.636 -0.4395 0.0658 -0.1242 0.059
H 0.709 2.557 2.381 0.2848 0.4201 -0.0994 -0.019
H 0.624 4.174 1.638 0.2943 -0.1385 0.1230 0.039
C 3.563 1.829 1.186 -0.0477 0.0221 -0.0639 -0.280
H 4.150 2.573 1.747 -0.0001 -0.3623 -0.1131 0.053
H 4.170 1.383 0.384 -0.0015 0.1789 0.3132 0.039
H 3.230 1.016 1.851 0.1440 0.3168 -0.2042 0.020
C 2.801 4.073 -0.440 0.1353 -0.1532 0.0880 -0.282
H 3.075 3.724 -1.446 0.1040 0.3008 0.2356 0.033
H 3.684 4.454 0.088 -0.2031 0.1804 -0.2754 0.049
H 2.026 4.846 -0.538 0.3243 -0.1266 0.0172 0.043
P 1.381 -3.200 -0.338 -0.6719 -0.1491 0.0518 0.798
C 0.156 -4.520 -0.698 0.0469 0.0048 -0.1825 -0.244
H 0.677 -5.397 -1.110 -0.3378 0.1359 0.1970 0.060
H -0.581 -4.157 -1.426 0.1788 -0.2710 0.1599 0.025
H -0.374 -4.785 0.227 0.1687 0.0066 -0.2787 0.057
C 2.885 -3.710 -1.234 0.1309 0.1253 -0.1242 -0.230
H 2.813 -3.445 -2.300 -0.0070 -0.1715 0.3455 0.031
H 3.012 -4.800 -1.136 0.0581 0.4182 -0.0246 0.067
H 3.755 -3.186 -0.811 -0.2545 -0.2221 -0.1316 0.062
C 1.755 -3.460 1.423 0.1059 0.1450 0.1228 -0.263
H 1.996 -4.514 1.634 -0.0506 0.3374 -0.1431 0.076
H 0.872 -3.157 2.002 0.2530 -0.1695 -0.2347 0.029
H 2.590 -2.815 1.735 -0.2663 -0.2538 -0.1308 0.054
C -0.700 -0.837 4.399 -0.2377 -0.0315 0.0173 -0.042
C 0.631 -0.464 3.724 -0.0493 0.1150 0.7089 -0.606
C 1.062 0.883 4.313 0.0863 0.2446 0.1181 -0.055
C 1.712 -1.480 4.130 0.1047 -0.2048 -0.1167 -0.047
C 0.463 -0.379 2.253 -0.1159 -0.5026 -1.6867 -0.137
C 0.341 -0.427 1.026 0.1865 0.4025 0.6722 -0.163
H -0.553 -0.971 5.480 0.0613 0.0558 -0.2806 0.105
H -1.121 -1.770 4.003 0.1059 0.2058 0.1148 0.082
H -1.423 -0.017 4.267 0.1244 -0.4236 0.0534 0.066
H 1.265 0.752 5.384 -0.0566 0.0303 -0.2390 0.103
H 1.980 1.247 3.837 -0.2389 0.0504 0.1293 0.078
H 0.260 1.627 4.227 0.3061 -0.0436 -0.0309 0.075
H 1.418 -2.511 3.902 0.1418 0.2489 0.0060 0.071
H 2.664 -1.238 3.641 -0.1705 -0.1809 0.0750 0.092
H 1.873 -1.427 5.214 -0.0932 0.0623 -0.2318 0.099
```
Forces are in eV/Å.

***

# 2
Here is an isolated molecule of C9H10 from the Open Molecules 2025 dataset. Energies are from the ωB97M-V functional and the def2-TZVPD basis.

## Properties
* E_HOMO: -8.8 eV
* LUMO energy: 0.17 eV
* ΔE to the lowest compared entry with this formula, charge and spin: 168.7 kcal per mole
* gap between HOMO and LUMO: 0.329 Ha
* E: -348.607943 a.u.
* SMILES string: C#CC(=C)/C=C/C1CC1

Geometry as XYZ:
```
19
Properties=species:S:1:pos:R:3:forces:R:3:lowdin_charge:R:1
C 2.113 1.739 0.319 -1.0294 -1.0473 -0.8369 0.053
C 1.734 0.397 -0.049 -0.0487 3.1614 1.7330 -0.272
C 0.119 0.115 -0.053 4.9338 -4.9001 4.1469 -0.073
C -0.926 0.701 -0.443 -0.5193 4.2366 -5.0486 -0.197
C -2.248 0.497 0.065 -1.3567 -3.1767 1.1612 -0.292
C -2.638 -0.879 0.763 1.8802 -0.0304 1.9366 -0.132
C -3.244 -0.484 -0.543 -1.6589 2.3870 0.2299 -0.123
C 2.720 -0.644 -0.011 0.1188 -1.2548 -1.4104 -0.197
C 3.512 -1.542 -0.291 2.1676 -2.3305 3.3537 0.041
H 1.120 2.211 0.165 1.1462 1.1047 0.7393 0.026
H 3.124 2.498 0.689 -3.1521 -3.2806 -1.4898 0.164
H -0.290 -0.793 0.653 2.3483 2.0697 -1.1479 0.143
H -0.753 1.432 -1.359 -0.7566 -0.8102 2.0025 0.163
H -2.605 1.308 0.627 -0.8896 1.1424 0.2734 0.115
H -2.847 -1.090 1.947 -0.6807 1.2381 -3.2776 0.159
H -1.817 -1.576 0.601 -0.3449 -0.1991 -0.2857 0.053
H -2.865 -0.974 -1.426 -0.2134 -0.3064 -0.0226 0.102
H -4.249 0.035 -0.661 1.0757 -1.3886 0.2907 0.121
H 4.332 -2.453 0.219 -3.0203 3.3850 -2.3478 0.145
```
Forces are in eV/Å.

***

# 3
Here is an isolated molecule of C17H22ClN7O2 from the Open Molecules 2025 dataset. Energies are from the ωB97M-V functional and the def2-TZVPD basis.

## Properties
* E_HOMO: -8.0 eV
* LUMO energy: 0.74 eV
* ΔE to the lowest compared entry with this formula, charge and spin: 0.0 kcal per mole
* gap between HOMO and LUMO: 0.320 Ha
* E: -1655.061067 a.u.
* SMILES string: CCOC(=O)N1CCN(Cc2nc(N)nc(Nc3ccc(Cl)cc3)n2)CC1

Geometry as XYZ:
```
49
Properties=species:S:1:pos:R:3:forces:R:3:lowdin_charge:R:1
C 0.561 1.870 -2.805 0.2649 0.2112 0.2761 -0.050
C 1.084 3.001 -1.929 -0.5432 0.0953 -0.2259 -0.209
H 1.461 3.826 -2.538 -0.0404 -0.0776 0.1128 0.124
H 0.296 3.364 -1.261 0.1767 0.0212 -0.1571 0.117
O 2.193 2.568 -1.145 0.2039 -0.1977 0.2458 -0.004
C 1.907 2.092 0.087 0.2518 0.1876 -0.0886 -0.540
O 0.800 2.166 0.592 -0.4336 0.1548 0.0857 0.033
N 2.986 1.589 0.703 0.0915 0.0480 -0.0989 -0.031
C 4.296 1.545 0.088 0.2461 -0.0123 -0.2049 -0.110
H 4.165 1.526 -0.995 0.0879 0.0070 0.1395 0.115
C 5.043 0.284 0.575 -0.0039 0.0631 0.0023 -0.164
N 4.150 -0.817 0.840 -0.1787 0.0921 -0.0782 -0.152
C 3.570 -1.415 -0.361 0.3614 -0.3114 -0.0366 -0.101
C 2.099 -1.721 -0.332 -0.3532 -0.1380 -0.0804 -0.337
N 1.754 -2.987 -0.517 0.2986 -0.4292 -0.0323 0.172
C 0.435 -3.213 -0.539 0.1042 0.3794 0.0013 -0.446
N -0.507 -2.291 -0.351 -0.2896 0.0035 0.0414 0.183
C -0.052 -1.057 -0.148 0.2866 -0.3736 -0.0696 -0.344
N 1.252 -0.725 -0.165 0.2118 0.3557 -0.0047 0.192
N -0.874 -0.020 0.098 0.4051 0.3085 0.0883 0.141
C -2.254 0.045 0.166 -0.6447 -0.1413 -0.0239 -0.221
C -3.091 -1.038 -0.095 0.0755 -0.0545 -0.0270 -0.018
C -4.462 -0.891 -0.017 -0.1183 0.2638 0.0693 -0.105
C -5.007 0.337 0.320 0.1640 -0.0638 -0.0188 -0.688
C -4.189 1.425 0.582 -0.0733 -0.1157 -0.0333 -0.108
C -2.820 1.277 0.504 0.0900 -0.1512 -0.0303 -0.013
H -2.170 2.115 0.708 0.0782 0.1248 0.0284 0.114
H -4.623 2.377 0.845 -0.0444 0.0723 0.0209 0.104
Cl -6.727 0.516 0.417 -0.2329 0.0297 0.0148 0.652
H -5.110 -1.730 -0.219 -0.0683 -0.0587 -0.0150 0.103
H -2.652 -1.987 -0.355 -0.1053 0.0242 0.0069 0.080
H -0.368 0.847 0.305 0.0010 -0.1773 -0.0757 0.097
N 0.033 -4.471 -0.781 -0.0519 -0.1800 -0.0187 0.163
H -0.943 -4.695 -0.713 0.0307 -0.0126 0.0024 0.104
H 0.726 -5.194 -0.835 -0.0220 -0.0062 -0.0026 0.103
H 3.725 -0.760 -1.227 -0.0024 0.0021 -0.0232 0.125
H 4.089 -2.363 -0.550 -0.1544 0.1702 -0.1698 0.118
C 3.296 -0.503 1.967 0.0587 -0.0407 0.2899 -0.153
C 2.870 0.987 2.011 -0.1592 -0.1071 0.1338 -0.099
H 1.834 1.089 2.329 0.1570 0.0143 0.0608 0.122
H 3.512 1.541 2.706 -0.0863 -0.0270 0.0083 0.124
H 3.861 -0.731 2.880 -0.1511 0.0363 0.0103 0.117
H 2.423 -1.152 1.948 0.0541 0.0595 0.1258 0.108
H 5.571 0.500 1.507 0.0881 0.0186 -0.0632 0.120
H 5.782 -0.020 -0.169 0.0604 0.1058 0.0625 0.123
H 4.865 2.448 0.346 0.0458 -0.0650 -0.1007 0.128
H 1.333 1.541 -3.495 0.0339 -0.0565 -0.0874 0.077
H -0.300 2.213 -3.372 -0.1053 0.0241 -0.0909 0.079
H 0.264 1.026 -2.187 -0.0657 -0.0756 0.0301 0.056
```
Forces are in eV/Å.

***

# 4
Here is a structure of composition C11H14BN7SW from the Open Molecules 2025 dataset. Energies are from the ωB97M-V functional and the def2-TZVPD basis.

## Properties
* E_HOMO (alpha / beta): -16.2 / -16.6 eV
* expectation value of S²: 2.042
* LUMO energy (alpha / beta): -9.71 / -8.93 eV
* charge: +2
* ΔE to the lowest compared entry with this formula, charge and spin: 22.2 kcal per mole
* gap between HOMO and LUMO (alpha / beta): 0.237 / 0.282 Ha
* multiplicity: 3
* E: -1300.389953 a.u.

Geometry as XYZ:
```
35
Properties=species:S:1:pos:R:3:forces:R:3:lowdin_spin:R:1
H 1.032 -0.631 3.573 -0.0020 0.1456 0.0714 0.001
N 0.404 -0.924 1.536 -0.1100 -0.8436 -0.0182 0.014
B -0.166 -1.992 -0.722 0.1252 0.1005 -0.3020 0.003
N 0.176 -2.075 0.776 0.6100 0.1989 0.8238 0.014
C 0.485 -3.142 1.516 -0.0212 0.9941 -0.1355 0.017
W 0.085 0.833 0.599 0.1574 -0.1412 0.6899 1.769
H 0.458 -4.126 1.091 -0.1438 -0.2225 -0.0563 0.001
C 0.871 -2.723 2.785 0.0926 0.8072 0.2031 0.004
H 1.179 -3.370 3.579 0.0493 -0.0513 0.3220 0.000
C 0.813 -1.333 2.789 -0.2441 -1.0617 -1.1771 0.013
H -0.289 -3.097 -1.195 0.2107 0.4963 0.0900 0.000
C 0.446 4.187 0.108 -0.0069 0.0040 -0.4229 0.017
H 0.642 5.036 0.791 -0.0094 -0.8198 -0.0578 0.001
H -0.621 4.185 -0.157 0.3394 -0.0526 0.0910 0.001
H 1.051 4.330 -0.802 -0.2439 -0.1913 0.3909 0.000
N 0.966 -1.127 -1.411 0.2912 0.4596 -0.3341 0.014
N -1.480 -1.203 -0.841 -0.1115 1.4806 0.2426 0.020
N 1.254 0.174 -0.991 -0.2030 -0.3722 0.0530 0.016
N -1.552 0.123 -0.347 -0.7312 -1.3120 -0.7430 0.034
C 1.793 -1.430 -2.414 -0.1520 0.3284 0.2450 0.008
C -2.622 -1.482 -1.464 0.2809 0.3916 0.0132 0.046
H 1.729 -2.402 -2.898 0.1009 0.2566 0.1285 0.001
H -2.759 -2.407 -1.994 0.0150 -0.2416 0.1251 0.003
C 2.635 -0.337 -2.674 -0.3612 0.2609 0.5219 0.002
C -3.474 -0.395 -1.388 0.3611 1.0504 0.5294 0.020
C 2.278 0.647 -1.757 0.0167 -0.7920 -0.4947 0.007
C -2.791 0.601 -0.684 0.3300 -1.2964 -0.3678 0.025
H 3.387 -0.291 -3.432 0.2128 0.0777 -0.1369 0.000
H -4.448 -0.313 -1.814 -0.3838 0.0117 -0.0963 0.000
H 2.681 1.654 -1.612 -0.2118 -0.5029 -0.0516 0.001
H -3.105 1.596 -0.410 0.0275 0.0126 0.0133 0.000
H 0.721 3.194 0.595 0.0548 0.7961 -0.1591 0.007
S -1.314 1.815 2.145 -0.7343 -0.3339 0.0245 -0.028
C -0.481 2.837 3.181 1.6032 2.4446 2.0373 0.011
N 0.015 3.588 3.944 -1.2088 -2.0827 -2.0627 -0.042
```
Forces are in eV/Å.

***

# 5
Here is a structure of composition C4H9N from the Open Molecules 2025 dataset. Energies are from the ωB97M-V functional and the def2-TZVPD basis.

## Properties
* E_HOMO: -6.5 eV
* LUMO energy: -0.84 eV
* ΔE to the lowest compared entry with this formula, charge and spin: 147.7 kcal per mole
* gap between HOMO and LUMO: 0.210 Ha
* E: -212.315780 a.u.

Geometry as XYZ:
```
14
Properties=species:S:1:pos:R:3:forces:R:3:lowdin_charge:R:1
C 1.034 1.625 0.705 0.9844 -1.9981 -0.1071 0.019
N -1.448 0.280 0.055 -0.0272 0.5684 0.8423 -0.064
C -0.235 -0.474 0.124 -0.7751 -0.5533 -0.4258 -0.624
C 0.926 0.441 -0.061 -1.1580 -3.3760 1.2391 -0.082
C -0.331 -1.833 -0.649 0.9764 1.2661 -0.4732 -0.084
H 0.337 1.594 -0.347 0.2856 1.9719 0.1944 0.181
H 2.072 1.896 0.888 -0.2922 1.1350 -0.8288 0.101
H 0.326 1.675 1.528 -0.4271 0.2539 -0.3726 0.109
H -1.430 0.958 -0.709 0.0946 -0.3029 -0.4154 -0.031
H -0.043 -0.873 1.148 -0.3104 0.4894 0.0813 0.142
H 1.589 -0.043 -0.772 0.8228 1.3598 -0.3275 0.141
H 0.546 -2.425 -0.367 -0.4630 -0.6263 0.1009 0.063
H -1.324 -2.170 -0.375 0.1920 -0.6299 0.3700 0.066
H -0.350 -1.779 -1.745 0.0972 0.4422 0.1225 0.064
```
Forces are in eV/Å.